(1)
Entry from OMol25: C24H24ClNO6 in the gas phase (wB97M-V/def2-TZVPD).

Last column: natural (NBO) charge in e.
Geometry (Å):
C 3.2682 -1.3752 -3.5571  -0.617
C 3.1549 0.0433 -3.0144  -0.360
C 4.3227 0.4103 -2.0865  -0.443
C 4.2895 -0.3952 -0.8228  0.090
C 5.0997 -1.4766 -0.7251  -0.349
C 5.1105 -2.3706 0.4080  0.736
O 5.8042 -3.3501 0.5280  -0.567
O 4.2348 -2.0683 1.4163  -0.454
C 3.4313 -0.9849 1.3762  0.358
C 2.6167 -0.8095 2.4920  -0.281
C 1.7656 0.2722 2.5683  0.068
C 0.8663 0.4942 3.7386  -0.645
C 1.7444 1.1833 1.5126  -0.328
C 2.5282 1.0148 0.3885  0.333
O 2.4789 1.8812 -0.6725  -0.513
C 1.7084 3.0538 -0.5647  -0.159
C 0.2004 2.8152 -0.4745  0.658
O -0.5619 3.6343 -0.0055  -0.611
N -0.2101 1.6351 -0.9716  -0.608
C -1.5883 1.2164 -0.8290  -0.142
C -1.6799 -0.3161 -0.8233  -0.423
C -3.1067 -0.7438 -0.6152  -0.050
C -3.5636 -1.0923 0.6491  -0.190
C -4.8867 -1.4397 0.8535  -0.225
C -5.7633 -1.4369 -0.2194  -0.040
Cl -7.4182 -1.8684 0.0270  0.009
C -5.3267 -1.0933 -1.4889  -0.242
C -4.0016 -0.7476 -1.6779  -0.140
C -2.1216 1.7450 0.5078  0.836
O -1.6248 1.4922 1.5722  -0.628
O -3.2498 2.4204 0.3522  -0.669
C 3.4057 -0.0960 0.2826  -0.170
H 3.2715 -2.1013 -2.7473  0.211
H 2.4304 -1.5978 -4.2144  0.211
H 4.1876 -1.4935 -4.1256  0.204
H 2.2148 0.1497 -2.4706  0.180
H 3.1393 0.7497 -3.8466  0.206
H 5.2584 0.2057 -2.6098  0.212
H 4.2798 1.4730 -1.8569  0.239
H 5.7858 -1.7340 -1.5166  0.231
H 2.6771 -1.5388 3.2836  0.229
H -0.1244 0.7804 3.3915  0.250
H 0.7958 -0.3988 4.3529  0.217
H 1.2505 1.3074 4.3537  0.226
H 1.0669 2.0174 1.5927  0.234
H 1.9131 3.6143 -1.4827  0.225
H 2.0147 3.6684 0.2901  0.214
H 0.4641 0.9727 -1.3238  0.413
H -2.2061 1.6427 -1.6295  0.218
H -1.0516 -0.6938 -0.0137  0.235
H -1.3048 -0.6962 -1.7760  0.220
H -2.8793 -1.0889 1.4844  0.226
H -5.2369 -1.7111 1.8367  0.230
H -6.0176 -1.0963 -2.3170  0.228
H -3.6603 -0.4810 -2.6674  0.204
H -3.5620 2.7732 1.2007  0.502

Atoms 1-3, force components in eV/Å:
-0.14 0.17 0.04
0.14 -0.13 -0.04
-0.11 0.16 -0.12

HOMO-LUMO gap   8.8 eV
Structure (SMILES)   CCCc1cc(=O)oc2cc(C)cc(OCC(=O)N[C@@H](Cc3ccc(Cl)cc3)C(=O)O)c12
Calculated total energy   -51576.7872 eV
LUMO energy   0.12 eV
ΔE to the lowest compared entry with this formula, charge and spin   5.3 kcal per mole

***

(2)
Entry from OMol25: a molecular structure, C24H24CoN3S3 at a distorted geometry (wB97M-V/def2-TZVPD).

Last column: Mulliken spin population.
Geometry (Å):
Co 0.7202 0.1105 0.1396  2.416
C 3.6351 1.7718 -0.1152  0.001
C 2.6290 2.8151 -0.5353  0.010
S 0.9465 2.2936 0.0721  0.078
C 0.7767 3.1308 1.7667  0.005
C 0.1172 2.0819 2.6155  -0.007
S 0.8043 0.3836 2.3250  0.090
C 2.6080 0.3150 2.7435  0.002
C 3.3867 -0.3736 1.6693  -0.003
S 2.9277 0.0613 -0.0355  0.071
H 4.5206 1.7193 -0.8049  -0.002
H 4.0492 2.0668 0.8649  0.001
H 2.7371 3.8622 -0.1967  0.000
H 2.5038 2.8228 -1.6238  0.001
H 1.7107 3.4869 2.0920  0.002
H 0.1249 4.0056 1.5493  0.002
H 0.2717 2.2933 3.6990  0.001
H -0.9259 2.0215 2.3176  0.000
H 2.8862 1.3361 2.9317  0.003
H 2.5132 -0.3245 3.6326  0.001
H 4.4882 -0.0736 1.7050  0.001
H 3.3188 -1.4433 1.8125  0.000
C 1.0517 -4.4740 0.6031  -0.011
C 1.3365 -3.1546 0.1429  0.019
N 0.4168 -2.1378 0.0622  0.050
C -0.7993 -2.4541 0.5420  -0.029
C -1.2025 -3.7531 1.0113  -0.011
C -0.2486 -4.7729 0.9737  0.013
C -2.5712 -4.0113 1.3488  0.032
C -3.5330 -3.0722 1.2446  -0.013
C -3.1235 -1.7963 0.7440  0.058
C -1.8258 -1.4338 0.5901  0.005
N -1.3247 -0.2279 0.2284  0.157
C -1.9537 0.6709 -0.5907  0.020
C -3.0558 1.4602 -0.4018  -0.007
C -3.6554 2.1184 -1.4399  -0.002
C -3.1866 2.0541 -2.7480  0.005
C -1.8892 1.4936 -2.9833  0.001
C -1.1831 1.4978 -4.2145  0.000
C -0.0410 0.7073 -4.2998  0.000
C 0.4758 0.0804 -3.1379  0.014
N -0.1552 0.1206 -1.9993  0.036
C -1.3870 0.6585 -1.9167  -0.008
H 1.8504 -5.1580 0.8235  0.000
H 2.3532 -3.0029 -0.2871  0.000
H -0.5866 -5.7467 1.1698  0.000
H -2.7143 -5.0347 1.7372  0.001
H -4.5566 -3.2593 1.3930  0.000
H -3.9223 -1.0165 0.6394  0.000
H -3.4836 1.6161 0.5826  -0.002
H -4.5186 2.7793 -1.2364  0.000
H -3.6968 2.5797 -3.5659  0.000
H -1.5182 2.0069 -5.1326  0.000
H 0.4767 0.6876 -5.2478  0.000
H 1.4213 -0.3884 -3.2599  -0.001

Atoms 1-3, force components in eV/Å:
-3.11 -2.25 -1.78
1.44 0.12 0.16
-1.76 -0.28 -0.34

<S²>   3.7752
HOMO-LUMO gap (alpha / beta)   7.2 / 6.1 eV
Spin multiplicity   4
Total charge   +1
Calculated total energy   -99874.0272 eV
LUMO energy (alpha / beta)   -2.34 / -3.35 eV

***

(3)
Entry from OMol25: a molecular structure, C24H24CrF3N7S at a distorted geometry (wB97M-V/def2-TZVPD).

Last column: Mulliken spin population.
Geometry (Å):
Cr -0.5964 0.2044 0.7856  3.833
C -4.1524 0.8831 1.0808  0.015
C -3.7783 -0.5468 0.8226  0.017
C -4.8135 -1.4759 0.7596  0.002
C -4.5465 -2.8024 0.5311  0.005
C -3.2251 -3.1867 0.3677  -0.001
C -2.2374 -2.2343 0.4376  -0.050
N -2.4878 -0.9129 0.6647  -0.066
C -0.8077 -2.6159 0.2841  0.123
C -0.3712 -3.8683 -0.1028  -0.015
C 0.9900 -4.0974 -0.1991  0.022
C 1.8818 -3.0768 0.0819  -0.013
C 1.3840 -1.8403 0.4425  0.058
N 0.0642 -1.6327 0.5386  -0.036
C 2.2243 -0.6498 0.7456  0.051
C 3.5944 -0.7055 0.6294  -0.009
C 4.3437 0.4147 0.9497  0.005
C 3.6814 1.5357 1.3947  0.004
C 2.2922 1.5394 1.4902  0.022
C 1.6134 2.7776 1.9964  0.011
N 1.5569 0.4659 1.1406  -0.034
H -5.1215 1.0947 0.6317  0.001
H -3.4253 1.5668 0.6631  -0.011
H -4.2663 1.0665 2.1540  0.001
H -5.8315 -1.1305 0.8893  0.000
H -5.3455 -3.5325 0.4821  0.000
H -2.9763 -4.2241 0.1945  0.000
H -1.0718 -4.6573 -0.3340  0.000
H 1.3562 -5.0714 -0.4963  0.001
H 2.9451 -3.2528 0.0132  0.000
H 4.0824 -1.6078 0.2909  0.000
H 5.4230 0.4043 0.8601  0.000
H 4.2286 2.4258 1.6755  0.000
H 2.3449 3.5636 2.1623  0.000
H 1.1237 2.5851 2.9534  -0.001
H 0.8734 3.1364 1.2819  -0.007
N -1.4104 1.5626 2.7472  0.024
N -1.7401 2.8879 2.4841  0.006
C -1.6555 3.4024 1.2392  0.012
N -1.9865 4.6840 1.1240  0.005
S -1.2031 2.4950 -0.1172  -0.001
H -2.2367 1.0743 3.0728  -0.001
H -0.7149 1.5285 3.4821  -0.001
H -2.0203 3.4691 3.2582  0.000
H -2.2967 5.2475 1.9004  -0.001
H -1.9905 5.0997 0.2073  -0.001
F 3.5071 -1.8897 -4.7636  0.000
C 3.2539 -0.5728 -4.7611  0.001
F 2.8281 -0.2317 -5.9788  0.000
F 4.4001 0.0714 -4.5194  0.000
C 2.2117 -0.2389 -3.7181  -0.001
C 2.3060 0.9165 -2.9649  0.003
C 1.3225 1.1622 -2.0207  0.000
N 0.2944 0.3389 -1.7989  0.017
C 0.2019 -0.7529 -2.5670  0.020
C 1.1322 -1.0857 -3.5330  -0.001
H 3.1258 1.6084 -3.1026  0.000
H 1.3634 2.0579 -1.4090  -0.007
H -0.6604 -1.3918 -2.3987  -0.003
H 1.0188 -1.9847 -4.1254  0.000

Atoms 1-3, force components in eV/Å:
-0.37 1.26 -0.15
0.04 -0.07 0.03
0.18 0.05 -0.04

<S²>   6.0149
HOMO-LUMO gap (alpha / beta)   7.8 / 8.2 eV
Spin multiplicity   5
Total charge   +2
Calculated total energy   -83107.9811 eV
LUMO energy (alpha / beta)   -6.12 / -6.37 eV

***

(4)
Entry from OMol25: a molecular structure, C24H24F10N9O2SSr at a distorted geometry (wB97M-V/def2-TZVPD).

Last column: Löwdin charge in e.
Geometry (Å):
Sr 0.9106 0.0731 -0.8632  1.486
C 3.4742 1.9159 -0.5532  -0.081
N 2.6963 1.1324 0.4190  -0.370
C 3.5015 0.0141 0.9876  -0.198
C 3.8466 -1.0876 -0.0221  -0.250
N 2.6654 -1.6180 -0.7045  -0.148
C 2.2618 -2.9027 -0.5066  -0.222
C 2.5219 -3.7569 0.5823  -0.153
F 3.2694 -3.3176 1.6205  0.036
C 2.0041 -5.0354 0.6999  -0.159
F 2.2838 -5.7596 1.7956  0.099
C 1.1809 -5.5647 -0.2695  -0.169
F 0.6594 -6.8004 -0.1452  0.084
C 0.9010 -4.7770 -1.3695  -0.162
F 0.1379 -5.2725 -2.3607  0.095
C 1.4307 -3.5084 -1.4837  -0.172
F 1.1830 -2.8366 -2.6264  0.071
C 2.1703 1.9851 1.5097  -0.202
C 1.0635 2.9431 1.0991  -0.251
N -0.0895 2.2060 0.5699  -0.082
C -1.2643 2.8816 0.4853  -0.218
C -1.5731 4.2082 0.8556  -0.138
F -0.6221 5.0368 1.3513  0.058
C -2.8321 4.7696 0.7167  -0.160
F -3.0245 6.0402 1.1062  0.101
C -3.8823 4.0637 0.1758  -0.169
F -5.1027 4.6168 0.0496  0.089
C -3.6275 2.7731 -0.2471  -0.163
F -4.6112 2.0433 -0.7981  0.103
C -2.3733 2.2284 -0.1022  -0.164
F -2.1823 0.9841 -0.6034  0.054
H 4.3873 2.3105 -0.0856  0.093
H 2.8862 2.7499 -0.9343  0.083
H 3.7564 1.3042 -1.4111  0.084
H 2.9137 -0.4291 1.7958  0.062
H 4.4289 0.4204 1.4234  0.123
H 4.4290 -1.8321 0.5216  0.105
H 4.5309 -0.6811 -0.7774  0.098
H 2.9926 2.5670 1.9545  0.124
H 1.7926 1.3135 2.2864  0.106
H 1.4515 3.6717 0.3758  0.108
H 0.8395 3.5261 1.9971  0.111
C -3.3409 0.6102 3.1216  0.006
C -2.2116 -0.0865 3.7844  -0.337
N -2.1337 -0.3711 5.0473  0.109
N -0.8999 -0.9683 5.1594  0.002
C -0.2087 -1.0801 4.0109  -0.828
S 1.2951 -1.7656 3.7550  0.592
N -1.0763 -0.5014 3.1227  -0.093
N -0.8251 -0.3918 1.7569  0.110
H -4.1209 0.7840 3.8588  0.085
H -3.7588 0.0235 2.3008  0.088
H -3.0149 1.5654 2.7058  0.080
H -0.5707 -1.3096 6.0446  0.138
H -1.6852 -0.5865 1.2561  0.077
H -0.5535 0.5860 1.5360  0.045
C -2.6397 -1.2809 -3.7834  -0.015
C -1.3833 -0.8203 -3.1082  -0.297
N -1.1068 -1.1684 -1.9020  -0.103
O -2.1278 -1.9891 -1.3443  -0.073
C -0.4369 0.0459 -3.8636  -0.322
C -0.4849 0.1593 -5.3517  -0.057
N 0.4748 0.6573 -3.1597  -0.304
O 1.3685 1.4084 -3.7003  -0.199
H -3.4850 -1.2140 -3.1028  0.080
H -2.5433 -2.3289 -4.0787  0.097
H -2.8360 -0.6864 -4.6727  0.072
H -1.6352 -2.4903 -0.6825  0.083
H -0.8504 -0.7562 -5.8209  0.070
H 0.5228 0.3700 -5.7088  0.067
H -1.1175 0.9862 -5.6955  0.081

Atoms 1-3, force components in eV/Å:
-1.09 -0.05 0.19
-0.05 -0.11 0.26
0.90 0.36 0.68

HOMO-LUMO gap   6.8 eV
Total charge   -1
Calculated total energy   -81627.7236 eV
LUMO energy   2.27 eV
ΔE to the lowest compared entry with this formula, charge and spin   31.0 kcal per mole

***

- The highest calculated total energy belongs to which entry?
  C24H24ClNO6

***

- The highest calculated total energy belongs to which entry?
  C24H24ClNO6